# 1
{"formula": "C17H27N5O4", "method": "ωB97M-V/def2-TZVPD", "elements": ["C", "N", "C", "O", "C", "N", "C", "C", "O", "C", "C", "O", "H", "H", "H", "H", "H", "H", "H", "H", "H", "H", "H", "H", "H", "H", "H", "N", "C", "N", "N", "C", "C", "C", "C", "C", "C", "C", "C", "O", "C", "H", "H", "H", "H", "H", "H", "H", "H", "H", "H", "H", "H"], "positions_angstrom": [[5.226692, 1.534825, -1.621588], [4.471704, 0.864176, -0.565629], [3.233781, 0.372473, -0.710576], [2.640118, 0.458738, -1.783347], [2.555412, -0.318237, 0.490520], [1.975062, -1.647468, 0.189455], [2.478472, -2.704314, -0.450417], [3.817671, -2.652132, -1.160174], [1.846386, -3.748981, -0.459826], [3.384989, -0.305163, 1.794621], [2.683234, -0.958138, 2.985641], [4.622743, -0.955178, 1.654471], [5.291708, 0.884889, -2.496460], [4.719762, 2.457862, -1.908907], [6.233582, 1.767860, -1.273184], [4.941365, 0.673986, 0.311111], [1.706124, 0.326982, 0.708028], [1.026165, -1.789272, 0.498345], [4.087291, -3.661506, -1.468225], [3.721541, -2.027881, -2.046606], [4.591551, -2.259872, -0.510132], [3.583256, 0.735823, 2.053889], [3.309863, -0.861592, 3.873111], [2.493549, -2.014958, 2.796111], [1.736813, -0.449921, 3.171320], [4.456532, -1.900096, 1.726142], [0.511720, 0.867872, -1.686501], [-0.152457, 0.941265, -0.914526], [-0.629178, 2.089549, -0.652417], [-0.299252, 3.106431, -1.452444], [-1.436995, 2.324392, 0.404092], [-1.942113, 1.257857, 1.281566], [-3.361984, 0.936964, 0.899972], [-4.375353, 1.885710, 1.096147], [-5.694685, 1.594354, 0.741977], [-6.012539, 0.347545, 0.197233], [-5.014708, -0.616392, 0.002618], [-5.359281, -1.950231, -0.607396], [-5.261180, -1.869483, -2.126369], [-6.201651, -1.461681, -2.798044], [-3.690220, -0.310271, 0.347317], [-0.946029, 3.882581, -1.466364], [0.123514, 2.824498, -2.328402], [-1.921143, 3.210037, 0.402433], [-1.910215, 1.596073, 2.322455], [-1.318554, 0.358566, 1.225412], [-4.139788, 2.855066, 1.524218], [-6.474982, 2.335222, 0.888737], [-7.038594, 0.132182, -0.087725], [-4.676184, -2.721944, -0.242734], [-6.373644, -2.246552, -0.325397], [-4.336680, -2.153354, -2.619250], [-2.903189, -1.039159, 0.175698]], "forces_ev_per_a": [[-0.5520, -0.2020, -0.0098], [0.7575, 0.1403, 1.0540], [-0.4908, -0.3975, -1.2793], [0.2009, -0.0257, 0.3523], [0.0807, -0.3874, 0.4443], [0.2685, 2.2287, 0.6354], [0.6025, -1.5353, -0.6391], [-0.2151, 0.1442, 0.1239], [-0.2962, -0.2128, -0.0665], [-0.6306, -0.5790, 0.3875], [-0.3279, 0.5873, -0.2508], [0.8963, -0.0577, -0.2712], [-0.0072, 0.0973, 0.0015], [0.0832, -0.0514, -0.0686], [-0.1915, -0.0882, 0.1066], [0.0095, -0.0315, -0.3761], [-0.3001, 0.0400, -0.2594], [-0.0236, 0.0449, -0.0501], [-0.1760, 0.0820, 0.1040], [0.1153, 0.1647, -0.0066], [0.2031, 0.2523, -0.0639], [0.1613, 0.0867, -0.0962], [-0.0191, 0.0083, -0.0778], [-0.0581, -0.0136, -0.0485], [-0.1423, -0.1419, 0.1327], [0.1151, -0.0823, -0.0100], [-0.3025, 0.3287, 0.3407], [-0.0063, -1.9043, 1.0430], [0.7823, -2.3239, -0.7789], [-0.1097, 2.7128, -0.7774], [-0.0581, 0.2481, 0.9379], [-0.1721, 0.4034, -0.2802], [-0.6474, -0.5372, -0.0091], [-0.1837, -0.4748, -0.2232], [0.3643, -0.2807, -0.1005], [0.3333, 0.1337, 0.0668], [0.1575, 0.5380, 0.2217], [0.2050, -0.3798, -0.1402], [-2.2872, 0.8691, -0.4444], [1.3557, -0.6190, 0.8318], [-0.3838, 0.5207, 0.1138], [0.2999, 0.1149, -0.4017], [-0.3157, 0.3352, 0.2597], [-0.0317, -0.2610, 0.2210], [0.0312, 0.1357, -0.1204], [0.0293, 0.4647, -0.3611], [0.0142, -0.0483, 0.0430], [0.0959, -0.0981, -0.0023], [0.1391, -0.0406, 0.0369], [0.0354, 0.0795, -0.0074], [0.0691, 0.1093, -0.2166], [0.5681, -0.1383, -0.0712], [-0.0454, 0.0417, 0.0499]], "nbo_charge": [-0.411, -0.605, 0.675, -0.655, -0.162, -0.610, 0.675, -0.727, -0.637, 0.082, -0.634, -0.734, 0.211, 0.207, 0.208, 0.415, 0.263, 0.417, 0.243, 0.246, 0.220, 0.182, 0.224, 0.214, 0.214, 0.475, 0.375, -0.859, 0.575, -0.821, -0.613, -0.239, -0.029, -0.172, -0.214, -0.215, 0.004, -0.530, 0.443, -0.520, -0.215, 0.369, 0.402, 0.382, 0.200, 0.241, 0.193, 0.215, 0.221, 0.223, 0.239, 0.126, 0.219], "e_homo_ev": -8.46, "homo_lumo_gap_ev": 8.996, "smiles": "CNC(=O)[C@@H](NC(C)=O)[C@@H](C)O.[H]/N=C(\\N)NCc1cccc(CC=O)c1", "total_energy_ha": -1238.752676, "max_force_ev_per_a": 2.82}



# 2
{"formula": "C19H17N5", "method": "ωB97M-V/def2-TZVPD", "elements": ["N", "C", "C", "C", "N", "C", "C", "C", "C", "C", "C", "C", "C", "C", "N", "C", "N", "C", "C", "C", "C", "C", "N", "C", "H", "H", "H", "H", "H", "H", "H", "H", "H", "H", "H", "H", "H", "H", "H", "H", "H"], "positions_angstrom": [[0.631438, -0.409403, -2.642602], [0.473812, -0.588161, -1.515880], [0.289352, -0.795292, -0.144638], [-1.009425, -0.880815, 0.402086], [-2.083834, -0.754336, -0.406592], [-3.461080, -0.863181, 0.016883], [-4.378928, -0.506201, -1.120275], [-4.223386, 0.709183, -1.777403], [-5.052426, 1.047032, -2.831239], [-6.049476, 0.175574, -3.236888], [-6.212299, -1.034333, -2.585127], [-5.378482, -1.375006, -1.533845], [-1.107186, -1.078938, 1.787963], [0.052483, -1.171428, 2.524794], [1.277309, -1.091506, 2.026693], [1.409279, -0.915150, 0.714416], [2.661289, -0.898494, 0.197114], [3.844573, -0.845335, 1.027560], [4.266052, 0.576520, 1.292287], [3.556613, 1.368736, 2.189561], [3.941742, 2.685132, 2.374685], [5.026146, 3.161187, 1.651487], [5.707011, 2.419336, 0.796139], [5.332815, 1.164314, 0.622064], [-1.915416, -0.686168, -1.399283], [-3.677048, -1.881477, 0.369450], [-3.633280, -0.171835, 0.853220], [-3.448766, 1.392112, -1.458874], [-4.921090, 1.992624, -3.335718], [-6.697320, 0.439309, -4.059313], [-6.987445, -1.718008, -2.897916], [-5.506389, -2.322780, -1.030645], [-2.065653, -1.159378, 2.271067], [0.009523, -1.318987, 3.596436], [2.758314, -0.615254, -0.766713], [3.589045, -1.341417, 1.966377], [4.645853, -1.392425, 0.523340], [2.719345, 0.946517, 2.726410], [3.415600, 3.327195, 3.064367], [5.368450, 4.182130, 1.759065], [5.922047, 0.597053, -0.088435]], "forces_ev_per_a": [[0.0133, 0.0211, -0.2107], [0.0729, 0.0994, -0.6203], [-0.0679, -0.1273, 1.0228], [0.2088, 0.0781, -0.0686], [0.2002, 0.0161, -0.1861], [-0.0874, -0.0777, 0.2799], [0.0132, -0.0356, -0.0093], [-0.0118, -0.0114, 0.0300], [0.0219, 0.0704, -0.0267], [-0.0638, -0.0163, -0.0468], [-0.0841, -0.0108, -0.0512], [0.0708, 0.0110, 0.0825], [-0.2068, -0.0261, 0.0482], [-0.1828, 0.0342, -0.1949], [0.4415, 0.0156, 0.1383], [-0.3406, -0.1459, -0.1821], [-0.0529, -0.0326, -0.3173], [0.1264, 0.0612, 0.1197], [0.0597, 0.0539, 0.0590], [0.1267, 0.0849, -0.0289], [-0.0036, -0.1043, -0.0473], [-0.1397, 0.1500, 0.1704], [0.4046, 0.2716, -0.2494], [-0.2128, -0.3309, 0.1046], [-0.0234, -0.0133, 0.0321], [-0.0314, 0.1578, -0.0002], [0.0121, -0.1286, -0.0442], [0.0834, 0.0778, 0.0273], [0.0094, 0.0774, -0.0405], [-0.0513, 0.0189, -0.0696], [-0.0597, -0.0546, -0.0299], [0.0107, -0.0960, 0.0475], [-0.1006, -0.0141, 0.0580], [-0.1309, -0.0153, 0.0770], [-0.0232, -0.0330, 0.0629], [0.1917, -0.0170, -0.1671], [-0.0658, 0.0124, 0.1063], [-0.0630, -0.0277, 0.0531], [-0.0254, 0.0682, 0.0516], [-0.0428, 0.0993, 0.0769], [0.0042, -0.1609, -0.0569]], "nbo_charge": [-0.339, 0.278, -0.362, 0.310, -0.575, -0.249, 0.047, -0.247, -0.187, -0.213, -0.201, -0.234, -0.392, 0.113, -0.548, 0.466, -0.571, -0.246, -0.074, -0.171, -0.251, 0.032, -0.413, 0.030, 0.412, 0.196, 0.205, 0.219, 0.216, 0.216, 0.216, 0.212, 0.222, 0.195, 0.404, 0.247, 0.208, 0.233, 0.218, 0.191, 0.187], "e_homo_ev": -8.47, "homo_lumo_gap_ev": 9.085, "smiles": "N#Cc1c(NCc2ccccc2)ccnc1NCc1cccnc1", "total_energy_ha": -1008.028390, "max_force_ev_per_a": 1.03}



# 3
{"formula": "C43H46Ge3IV", "method": "ωB97M-V/def2-TZVPD", "elements": ["V", "C", "C", "C", "C", "C", "C", "C", "C", "C", "H", "H", "H", "H", "H", "H", "H", "H", "H", "H", "H", "H", "C", "Ge", "C", "C", "Ge", "C", "C", "C", "C", "C", "C", "C", "C", "C", "C", "C", "C", "H", "H", "H", "H", "H", "H", "H", "H", "H", "H", "H", "H", "H", "H", "H", "H", "H", "H", "H", "I", "C", "Ge", "C", "C", "C", "C", "C", "C", "C", "C", "C", "C", "C", "C", "C", "C", "C", "C", "C", "C", "H", "H", "H", "H", "H", "H", "H", "H", "H", "H", "H", "H", "H", "H", "H"], "positions_angstrom": [[0.180550, 0.285060, 0.446168], [1.961747, 3.559891, -0.615172], [1.685382, 2.467152, 0.377384], [0.820105, 2.673490, 1.441473], [0.581191, 1.670585, 2.403758], [-0.331196, 1.907963, 3.577092], [1.263862, 0.442296, 2.288668], [2.176653, 0.220417, 1.245543], [3.031658, -1.019964, 1.245160], [2.356758, 1.219591, 0.276898], [1.563903, 3.314831, -1.601314], [3.040205, 3.714345, -0.724478], [1.511861, 4.499015, -0.290571], [0.311555, 3.625799, 1.534679], [-1.233720, 1.297990, 3.494087], [-0.640439, 2.953167, 3.622916], [0.168932, 1.644465, 4.514792], [1.178138, -0.289175, 3.083150], [2.541621, -1.820515, 0.689006], [3.195493, -1.371802, 2.265825], [4.002891, -0.828129, 0.784059], [3.066702, 1.058509, -0.526220], [1.780553, -2.995851, -2.565277], [1.711783, -1.119695, -3.283637], [3.597995, -0.552887, -2.840543], [1.968669, -1.489087, -5.261413], [-0.106647, 0.210814, -2.046299], [-0.018491, 1.947263, -3.116137], [-0.889536, 2.994661, -2.793229], [-0.785393, 4.243335, -3.390420], [0.211094, 4.495611, -4.325192], [1.096628, 3.478679, -4.655663], [0.977691, 2.230943, -4.055387], [-1.707445, -0.552672, -3.024614], [-1.631255, -1.745756, -3.746789], [-2.713615, -2.257637, -4.450713], [-3.926185, -1.583331, -4.440577], [-4.039557, -0.414796, -3.699824], [-2.949277, 0.086061, -3.001328], [2.761856, -3.442816, -2.750986], [1.020992, -3.634990, -3.023273], [1.598295, -2.976551, -1.487465], [4.304035, -1.173594, -3.399678], [3.787981, -0.696582, -1.774499], [3.788558, 0.494696, -3.089089], [2.830625, -2.150295, -5.385765], [2.159011, -0.569385, -5.820777], [1.092928, -1.975781, -5.697377], [-1.651142, 2.837211, -2.034581], [-1.477232, 5.033710, -3.116765], [0.297004, 5.469956, -4.794255], [1.883823, 3.660812, -5.380866], [1.684145, 1.451462, -4.324192], [-0.697511, -2.297337, -3.756587], [-2.611290, -3.179434, -5.014882], [-4.776664, -1.970665, -4.992053], [-4.988867, 0.109701, -3.662773], [-3.085906, 0.983358, -2.408695], [-2.464066, 1.303108, 0.639458], [-0.386499, -1.344406, 0.481969], [-1.552021, -2.697314, 1.074951], [-1.449157, -2.465994, 3.056457], [-0.291821, -2.973768, 3.654007], [0.045542, -2.672140, 4.964233], [-0.778155, -1.846379, 5.719999], [-1.937044, -1.339137, 5.149013], [-2.262562, -1.642497, 3.833774], [-1.234211, -4.676336, 0.944148], [-2.157162, -5.490431, 1.601458], [-2.067284, -6.872540, 1.545699], [-1.040352, -7.470601, 0.824229], [-0.110088, -6.676148, 0.169468], [-0.209840, -5.290312, 0.230783], [-3.371676, -2.662044, 0.272832], [-4.466988, -1.964644, 0.774338], [-5.659363, -1.895867, 0.066183], [-5.778252, -2.536680, -1.157995], [-4.699782, -3.244844, -1.669918], [-3.508216, -3.295301, -0.963181], [0.361061, -3.612266, 3.065185], [0.958308, -3.068288, 5.396797], [-0.510060, -1.589196, 6.738522], [-2.580368, -0.685560, 5.728309], [-3.154413, -1.209757, 3.396723], [-2.961328, -5.022224, 2.161754], [-2.799443, -7.486464, 2.059058], [-0.968809, -8.551303, 0.771522], [0.692111, -7.141133, -0.393161], [0.515025, -4.672308, -0.290478], [-4.380214, -1.441518, 1.716770], [-6.484464, -1.310398, 0.456021], [-6.698881, -2.464619, -1.726846], [-4.779467, -3.739862, -2.630908], [-2.659974, -3.826042, -1.385274]], "forces_ev_per_a": [[-1.9276, 0.3602, -1.0847], [0.0151, -0.0968, 0.0033], [-0.9167, 0.9992, 0.7690], [0.8707, 0.2111, -1.0599], [-0.9987, -0.9933, 0.2096], [0.0349, -0.1537, -0.1301], [1.6233, -0.0060, 0.7649], [1.0986, 0.1806, 1.7159], [-0.1354, -0.1843, -0.1923], [-0.1064, -1.2095, -1.0319], [0.0384, -0.0083, -0.0187], [0.0183, -0.0091, 0.0062], [-0.0349, -0.0055, -0.0191], [-0.0888, -0.0172, -0.0672], [-0.0625, 0.0482, 0.0303], [-0.0126, 0.0086, 0.0114], [-0.0062, 0.0494, 0.0486], [-0.1147, -0.0735, -0.0553], [0.0154, -0.0058, -0.0164], [-0.0152, -0.0010, 0.0088], [0.0041, 0.0459, 0.0133], [-0.0450, 0.0255, 0.0279], [-0.1085, 0.1629, 0.0075], [0.5021, -0.3832, 0.2192], [-0.2755, 0.0860, 0.0180], [-0.3071, 0.2234, 0.2116], [0.1938, 0.0197, -0.7193], [0.2002, -0.0216, 0.1277], [-0.0582, -0.0700, 0.0293], [-0.0208, 0.0822, -0.0333], [0.0191, -0.0375, -0.0488], [0.0036, 0.0738, -0.0248], [-0.0742, -0.1185, -0.0035], [0.1307, -0.1497, 0.2065], [0.0730, -0.0051, 0.0460], [-0.0803, 0.0265, -0.0763], [0.0391, 0.0372, -0.0480], [-0.0364, -0.0046, -0.0817], [-0.0705, 0.0778, 0.0429], [0.0139, 0.0386, -0.0361], [-0.0055, 0.0070, 0.0133], [-0.0141, 0.0475, -0.0294], [-0.0432, -0.0315, -0.0318], [-0.0229, 0.0316, -0.0254], [-0.0063, -0.0050, 0.0399], [0.0054, -0.0035, 0.0906], [-0.0273, -0.0071, 0.0101], [-0.0034, 0.0334, 0.0101], [0.0241, 0.0034, 0.0217], [-0.0077, -0.0233, 0.0193], [-0.0032, 0.0088, 0.0281], [0.0027, -0.0154, 0.0092], [0.0176, 0.0436, -0.0367], [-0.0145, -0.0257, -0.0646], [0.0260, -0.0179, 0.0296], [-0.0038, -0.0067, 0.0161], [0.0086, -0.0026, 0.0343], [0.0553, -0.0077, -0.0135], [-0.1121, 0.2586, 0.0776], [0.8082, 0.1179, -0.1342], [-0.3463, 0.0377, 0.2398], [-0.0155, 0.0315, -0.1037], [-0.0818, -0.1012, -0.1048], [0.0219, 0.0190, 0.0914], [-0.0077, -0.0067, -0.0413], [0.0056, 0.0237, 0.1241], [-0.0857, -0.0684, -0.1655], [0.1266, 0.3186, -0.0779], [0.0352, 0.0104, -0.0022], [-0.0185, -0.0209, 0.0132], [0.0264, -0.0002, -0.0045], [0.0025, -0.1058, 0.0015], [0.0516, 0.1416, -0.0264], [0.2418, 0.1002, 0.0953], [0.0803, -0.0095, 0.0648], [-0.0285, 0.0133, -0.0227], [-0.0232, -0.0163, -0.0056], [-0.0281, -0.0705, -0.0057], [0.0035, -0.0220, 0.0562], [0.0456, 0.0243, 0.0528], [-0.0041, -0.0057, -0.0179], [-0.0149, -0.0111, 0.0034], [-0.0035, 0.0064, -0.0301], [0.0445, 0.0833, 0.0470], [-0.0243, -0.0586, -0.0020], [0.0051, -0.0008, 0.0019], [0.0061, 0.0012, 0.0035], [0.0029, 0.0350, -0.0135], [-0.0095, -0.0380, -0.0041], [-0.0453, 0.0813, -0.0342], [-0.0096, -0.0273, 0.0221], [-0.0088, -0.0090, 0.0189], [0.0186, 0.0504, 0.0220], [-0.0450, -0.0141, -0.0309]], "lowdin_charge": [-0.069, -0.041, -0.308, -0.083, -0.373, -0.096, -0.142, -0.402, -0.045, -0.110, 0.054, 0.076, 0.075, 0.112, 0.021, 0.066, 0.068, 0.119, 0.062, 0.073, 0.068, 0.094, -0.280, 0.724, -0.275, -0.274, 0.797, -0.345, -0.141, -0.114, -0.135, -0.123, -0.147, -0.321, -0.144, -0.125, -0.148, -0.110, -0.131, 0.001, -0.003, -0.024, -0.004, -0.020, -0.004, -0.006, -0.011, -0.009, 0.042, 0.089, 0.081, 0.085, 0.050, 0.045, 0.089, 0.086, 0.092, 0.037, 0.237, -0.424, 0.850, -0.252, -0.125, -0.115, -0.125, -0.113, -0.106, -0.277, -0.117, -0.110, -0.126, -0.109, -0.100, -0.264, -0.138, -0.105, -0.116, -0.111, -0.110, 0.096, 0.089, 0.085, 0.093, 0.075, 0.100, 0.089, 0.085, 0.091, 0.082, 0.060, 0.091, 0.088, 0.091, 0.099], "total_charge": -2, "e_homo_ev": [-0.89, 0.51], "homo_lumo_gap_ev": [5.302, 3.922], "total_energy_ha": -9138.555789, "max_force_ev_per_a": 2.24}